{
  "formula": "C5H6LiO4",
  "method": "ωB97M-V with the def2-TZVPD basis set",
  "e_homo_ev": [-5.32, -9.82],
  "charge": 0,
  "s_squared": 0.7545,
  "spin_multiplicity": 2,
  "orbital_gap_ev": [5.14, 9.40],
  "max_force_ev_per_a": 6.1,
  "symbols": ["O", "C", "C", "C", "C", "O", "H", "H", "H", "H", "H", "H", "O", "C", "O", "Li"],
  "xyz": [[-0.51381, -0.45550, -0.92630], [-0.91101, 0.42109, -0.09572], [-0.06084, 0.82377, 1.06219], [1.40513, 0.40807, 0.92996], [2.17060, 0.61880, 2.20044], [3.24222, 1.17568, 2.27522], [-1.97524, 0.71014, -0.11065], [-0.50750, 0.37881, 1.97045], [-0.15654, 1.91337, 1.18228], [1.90741, 0.92660, 0.10294], [1.44708, -0.67679, 0.72775], [1.69235, 0.20538, 3.11905], [-2.66996, -0.84907, -2.66866], [-1.51634, -1.27169, -2.46957], [-0.94234, -2.18151, -3.09654], [-2.61118, -2.14717, -4.20285]],
  "forces_ev_per_angstrom": [[0.21, 4.14, 4.52], [0.98, -4.10, -2.11], [0.24, 0.63, 0.12], [-0.03, -0.25, -0.29], [0.58, 0.41, 0.21], [-0.65, -0.34, -0.04], [0.22, 0.31, -0.22], [-0.04, 0.12, -0.30], [0.04, -0.15, 0.11], [-0.14, -0.16, 0.23], [-0.05, 0.30, -0.07], [0.06, 0.04, -0.11], [-0.55, 0.05, -0.24], [-1.20, -1.18, -2.34], [-0.12, -0.18, -0.24], [0.47, 0.35, 0.79]],
  "mulliken_charge": [-0.427, -0.024, -0.592, -0.285, -0.104, -0.463, 0.381, 0.342, 0.330, 0.288, 0.300, 0.304, -0.742, 0.669, -0.726, 0.748]
}